DFT (the ωB97M-V functional and the def2-TZVPD basis) results for a cluster of 5 separate species, C34H44ClF32N3O5P in total at a distorted geometry.

Each line ends with the Löwdin charge.
CARTESIAN COORDINATES (ANGSTROEM)
C: 3.233203 -2.737930 0.630027  -0.11
C: 2.387085 -3.081767 -0.607336  -0.34
N: 1.068402 -2.481808 -0.643862  -0.20
P: 0.643817 -0.806577 -1.050157  0.47
N: -1.035648 -1.187321 -0.643561  -0.14
Cl: 0.898033 -0.272235 1.218059  0.18
C: 0.378616 1.081662 -1.303420  -0.32
C: -0.975584 1.730420 -1.034449  -0.25
C: -1.000872 3.248667 -1.279893  -0.42
C: 0.176375 3.948847 -0.592109  -0.09
C: -1.085321 3.624213 -2.775242  -0.07
O: 0.341661 -1.273298 -2.679041  -0.32
C: -0.338108 -0.554180 -3.656157  -0.34
C: 0.582209 0.181687 -4.648245  -0.08
C: 2.526945 -0.359276 -1.453354  -0.31
C: 3.350841 0.404413 -0.602309  -0.13
C: 4.633095 0.744853 -0.978050  -0.10
C: 5.117684 0.327436 -2.212950  -0.09
C: 4.241919 -0.402014 -2.998551  -0.17
N: 3.005678 -0.730245 -2.646475  0.07
H: 3.934983 -1.920449 0.453305  0.05
H: 2.594614 -2.485507 1.475572  0.03
H: 3.833904 -3.614332 0.905658  0.04
H: 2.219266 -4.168063 -0.571646  0.10
H: 2.997581 -2.935222 -1.511896  0.08
H: 0.435301 -3.043930 -1.192281  0.06
H: -1.685546 -1.005554 -1.391662  0.02
H: -1.351118 -0.823226 0.240048  -0.02
H: 0.803364 1.391455 -2.265089  0.07
H: 1.054837 1.512982 -0.562335  0.02
H: -1.792065 1.270907 -1.599266  0.09
H: -1.216438 1.560564 0.024021  0.08
H: -1.914517 3.620159 -0.796072  0.11
H: -0.034679 5.018314 -0.467840  0.07
H: 0.330985 3.530768 0.407263  0.07
H: 1.099289 3.869835 -1.168912  0.08
H: -1.850365 4.387572 -2.951811  0.07
H: -0.141211 4.028698 -3.148450  0.07
H: -1.350462 2.755308 -3.383983  0.06
H: -0.902126 -1.279539 -4.255452  0.07
H: -1.087588 0.152280 -3.275924  0.09
H: 0.076275 0.253385 -5.622344  0.06
H: 0.816473 1.205039 -4.346199  0.05
H: 1.512831 -0.375497 -4.762177  0.06
H: 2.976403 0.724010 0.359149  0.04
H: 5.258475 1.328215 -0.308636  0.10
H: 6.119705 0.554550 -2.552998  0.09
H: 4.562888 -0.745931 -3.981693  0.09
C: -1.284793 -2.403930 -8.054644  -0.03
C: -1.832797 -2.931948 -6.724268  -0.44
C: -0.845467 -3.618068 -5.768801  -0.30
F: -0.339096 -4.725103 -6.363488  0.09
F: -1.521153 -3.996759 -4.668209  0.11
F: -2.896782 -3.733140 -6.937382  0.14
F: -2.252857 -1.821828 -6.049366  0.09
O: -1.507660 -3.220779 -9.190057  0.05
C: -0.611073 -4.147428 -9.611856  -0.55
C: -1.251551 -5.541054 -9.716064  -0.29
F: -1.688722 -5.948950 -8.512725  0.11
F: -0.317450 -6.416934 -10.155746  0.09
F: 0.504976 -4.179106 -8.868759  0.16
F: -0.240219 -3.820835 -10.880910  0.13
H: -1.860910 -1.502020 -8.251472  0.15
H: -0.238063 -2.116765 -7.955394  0.15
H: -0.032858 -2.944220 -5.484770  0.17
H: -2.083903 -5.512278 -10.421366  0.17
C: -1.480131 4.339611 5.184777  -0.04
C: -2.453050 3.788145 4.135649  -0.43
C: -1.960747 3.670698 2.690740  -0.30
F: -1.703416 4.895696 2.186123  0.09
F: -2.946242 3.110264 1.957264  0.10
F: -3.619996 4.483050 4.142392  0.11
F: -2.726371 2.512067 4.529409  0.11
O: -1.616027 5.701828 5.533635  0.04
C: -0.979244 6.686975 4.849475  -0.55
C: -1.987725 7.719665 4.326066  -0.29
F: -2.849048 7.130730 3.473372  0.10
F: -1.318032 8.687990 3.660944  0.10
F: -0.195670 6.228070 3.865947  0.16
F: -0.177731 7.355553 5.724157  0.13
H: -1.724356 3.804147 6.099703  0.15
H: -0.453745 4.089900 4.913416  0.15
H: -1.067425 3.042270 2.631859  0.17
H: -2.535839 8.158103 5.161794  0.17
C: -7.779882 5.333146 6.742824  -0.04
C: -6.323755 5.631235 7.116662  -0.44
C: -5.271357 4.610847 6.681714  -0.31
F: -5.475602 3.430845 7.306260  0.10
F: -4.047844 5.069411 7.026024  0.10
F: -6.215568 5.885733 8.435751  0.14
F: -5.996427 6.774802 6.438468  0.10
O: -8.584560 4.790297 7.769240  0.05
C: -8.738638 3.449546 7.944021  -0.55
C: -8.365794 3.026088 9.373945  -0.29
F: -7.075099 3.311951 9.622779  0.11
F: -8.543826 1.691618 9.490706  0.10
F: -8.073887 2.725507 7.031688  0.16
F: -10.059023 3.162945 7.805761  0.13
H: -8.216541 6.309508 6.540490  0.15
H: -7.832338 4.746780 5.825486  0.15
H: -5.299683 4.461399 5.601539  0.16
H: -9.003441 3.545379 10.091402  0.17
C: 6.823867 -7.626661 1.485065  -0.05
C: 8.332682 -7.392245 1.350731  -0.44
C: 8.851753 -5.964210 1.556575  -0.31
F: 8.375446 -5.143943 0.604528  0.11
F: 10.202839 -5.983410 1.469405  0.09
F: 8.794104 -7.882906 0.185448  0.14
F: 8.905225 -8.111336 2.369510  0.09
O: 6.089537 -7.698326 0.285366  0.05
C: 5.488062 -6.592243 -0.254243  -0.55
C: 5.919760 -6.379596 -1.713526  -0.29
F: 7.257938 -6.209643 -1.775522  0.10
F: 5.319084 -5.275027 -2.189317  0.11
F: 5.697170 -5.492647 0.482553  0.15
F: 4.156997 -6.823660 -0.284858  0.15
H: 6.743840 -8.621767 1.920184  0.15
H: 6.387266 -6.919343 2.190575  0.15
H: 8.566652 -5.589538 2.542809  0.17
H: 5.635130 -7.246488 -2.312762  0.17

Forces on atoms 1 to 6 (eV/Å):
C 0.137 -0.264 -0.014
C 0.274 -0.364 -0.016
N 0.060 0.432 0.051
P -0.097 -0.415 -1.179
N 0.131 -0.336 0.089
Cl -0.012 0.151 0.604

Properties
HOMO-LUMO gap	6.1	eV
largest force on an atom	1.3	eV/Å
charge	-1
M	1249.1	g/mol